# C63H153N9O3

12 unconnected molecules or ions with the total composition C63H153N9O3 (the ωB97M-V functional and the def2-TZVPD basis, OMol25).

Structure (XYZ):
```
228
Properties=species:S:1:pos:R:3:mulliken_charge:R:1
C 2.64 -2.88 1.02 -1.39
C 3.42 -3.02 -0.30 0.17
N 4.77 -2.44 -0.20 0.11
C 5.55 -2.76 -1.40 0.25
C 5.93 -4.23 -1.47 -1.35
C 4.71 -0.99 -0.02 1.77
C 6.03 -0.43 0.51 -1.76
H 1.98 -3.75 0.99 0.47
H 2.03 -1.98 1.04 -0.29
H 3.30 -2.89 1.88 0.38
H 3.54 -4.10 -0.42 0.83
H 2.94 -2.55 -1.17 -0.16
H 4.95 -2.55 -2.30 -0.13
H 6.42 -2.11 -1.49 0.50
H 6.83 -4.36 -2.07 0.42
H 6.20 -4.63 -0.49 0.31
H 5.13 -4.87 -1.83 0.16
H 3.93 -0.70 0.69 -0.69
H 4.36 -0.44 -0.92 -0.69
H 6.83 -0.63 -0.21 0.41
H 6.25 -0.94 1.45 0.42
H 6.02 0.65 0.62 0.42
C -1.25 4.27 6.18 -1.38
C -1.39 2.77 5.97 0.26
N -2.68 2.43 5.39 1.09
C -3.74 2.51 6.41 -0.52
C -5.11 2.81 5.79 -1.16
C -2.71 1.06 4.84 -1.78
C -1.82 0.97 3.59 0.66
H -1.48 4.80 5.26 0.12
H -0.22 4.52 6.45 0.43
H -1.91 4.69 6.94 0.43
H -0.61 2.43 5.28 -0.48
H -1.15 2.27 6.92 0.40
H -3.85 1.60 7.01 0.27
H -3.52 3.35 7.06 0.40
H -5.81 3.19 6.54 0.47
H -4.98 3.60 5.04 0.15
H -5.61 1.98 5.30 0.31
H -3.73 0.77 4.59 0.46
H -2.44 0.35 5.64 0.36
H -0.76 1.05 3.80 -0.35
H -2.08 1.79 2.92 -0.25
H -1.95 0.02 3.06 0.01
C 2.71 4.33 -3.22 -0.23
C 3.74 3.67 -4.13 -0.84
N 3.35 2.30 -4.47 0.60
C 3.37 1.39 -3.32 0.21
C 2.81 0.02 -3.67 0.33
C 4.05 1.80 -5.66 -0.83
C 5.46 1.30 -5.40 -1.26
H 2.73 3.84 -2.24 -0.03
H 1.70 4.19 -3.59 -0.10
H 2.95 5.39 -3.09 0.27
H 3.75 4.20 -5.08 0.45
H 4.75 3.74 -3.69 0.30
H 4.36 1.32 -2.84 0.38
H 2.73 1.82 -2.55 -1.00
H 1.84 0.12 -4.18 -0.35
H 3.47 -0.58 -4.30 0.64
H 2.57 -0.55 -2.77 -0.73
H 4.12 2.62 -6.37 0.75
H 3.45 1.06 -6.20 0.32
H 5.97 1.12 -6.35 0.46
H 5.50 0.36 -4.84 0.21
H 6.05 2.01 -4.82 0.26
C 0.13 4.84 -0.83 1.16
C 0.92 5.78 0.06 -0.46
N 0.80 7.18 -0.31 0.27
C 1.16 7.50 -1.69 0.09
C 0.60 8.86 -2.16 -1.73
C 1.34 8.15 0.62 -0.69
C 2.86 8.14 0.79 -1.03
H 0.39 4.79 -1.88 -0.51
H -0.94 5.02 -0.71 0.24
H 0.31 3.84 -0.43 -0.86
H 0.55 5.71 1.08 -0.07
H 2.00 5.54 0.05 0.25
H 0.79 6.77 -2.40 0.23
H 2.25 7.52 -1.81 0.20
H 0.78 8.92 -3.23 0.50
H 1.08 9.68 -1.64 0.36
H -0.48 8.88 -2.04 0.32
H 0.96 9.16 0.47 0.50
H 0.92 7.91 1.61 0.33
H 3.26 7.20 1.16 0.20
H 3.39 8.45 -0.12 0.26
H 3.17 8.93 1.48 0.45
C -1.67 -5.22 5.89 -1.55
C -1.36 -4.27 4.75 -0.14
N -2.41 -4.06 3.77 0.62
C -3.71 -3.74 4.38 -0.43
C -4.84 -3.69 3.36 -1.16
C -2.02 -3.06 2.77 -0.82
C -0.86 -3.53 1.90 -0.38
H -0.81 -5.35 6.54 0.43
H -1.97 -6.25 5.66 0.30
H -2.46 -4.84 6.53 0.40
H -1.05 -3.30 5.19 0.21
H -0.44 -4.59 4.24 0.22
H -3.92 -4.54 5.09 0.44
H -3.61 -2.78 4.91 0.29
H -5.80 -3.64 3.88 0.45
H -4.79 -2.79 2.74 0.29
H -4.82 -4.59 2.73 0.09
H -1.83 -2.08 3.23 0.14
H -2.89 -2.96 2.13 0.71
H -0.84 -2.94 0.98 -0.07
H -1.05 -4.56 1.61 -0.39
H 0.10 -3.40 2.41 0.60
C -6.49 5.36 1.97 -1.30
C -5.91 4.59 0.78 -0.32
N -4.45 4.57 0.74 0.18
C -3.96 3.95 -0.48 0.92
C -4.31 2.46 -0.67 -1.04
C -3.86 4.00 1.95 -0.42
C -2.37 4.34 2.00 -0.16
H -7.57 5.49 1.86 0.44
H -6.07 6.37 2.05 0.32
H -6.36 4.81 2.90 0.26
H -6.39 3.60 0.83 0.30
H -6.31 5.01 -0.15 0.43
H -4.36 4.49 -1.35 0.56
H -2.89 4.10 -0.55 -1.36
H -3.86 2.19 -1.63 0.32
H -4.00 1.78 0.12 0.03
H -5.38 2.32 -0.81 0.55
H -3.96 2.90 1.96 0.14
H -4.35 4.42 2.82 0.30
H -1.98 4.15 3.01 -0.33
H -2.12 5.36 1.71 0.65
H -1.75 3.73 1.32 -0.49
C -2.81 -4.75 -1.21 -1.31
C -2.46 -5.41 0.12 1.19
N -2.65 -6.85 0.06 0.16
C -1.74 -7.48 -0.88 0.18
C -2.09 -8.96 -1.06 -1.68
C -2.73 -7.45 1.39 -0.59
C -1.43 -7.65 2.15 -0.69
H -3.82 -5.02 -1.52 0.27
H -2.09 -4.97 -1.99 0.15
H -2.76 -3.66 -1.11 0.33
H -1.40 -5.13 0.29 -0.69
H -3.01 -4.93 0.93 -0.13
H -1.71 -7.01 -1.86 0.42
H -0.71 -7.42 -0.50 -0.08
H -1.46 -9.40 -1.83 0.49
H -1.91 -9.55 -0.16 0.28
H -3.15 -9.03 -1.30 0.36
H -3.21 -8.43 1.26 0.44
H -3.51 -6.93 1.96 0.29
H -0.69 -8.21 1.58 0.28
H -1.60 -8.11 3.12 0.39
H -1.00 -6.65 2.32 -0.14
C 2.63 -6.67 -5.52 -1.40
C 1.54 -5.92 -4.78 -0.25
N 2.01 -4.85 -3.92 0.32
C 0.99 -3.81 -3.80 -2.36
C 1.49 -2.61 -3.00 1.32
C 2.60 -5.31 -2.67 1.08
C 1.56 -5.90 -1.70 -1.14
H 3.23 -6.00 -6.15 0.33
H 2.23 -7.44 -6.18 0.42
H 3.37 -7.06 -4.82 0.30
H 0.87 -5.52 -5.55 0.52
H 0.93 -6.65 -4.24 0.08
H 0.03 -4.19 -3.42 0.19
H 0.75 -3.49 -4.81 0.73
H 0.84 -1.74 -3.17 0.25
H 2.50 -2.33 -3.30 0.21
H 1.43 -2.82 -1.93 -0.59
H 3.38 -6.04 -2.87 0.62
H 3.11 -4.50 -2.15 -1.84
H 2.04 -6.18 -0.76 0.61
H 0.75 -5.23 -1.40 -0.07
H 1.11 -6.82 -2.09 0.50
C 2.83 2.30 0.46 0.70
C 3.15 2.25 1.95 -1.61
N 1.91 2.08 2.71 1.57
C 1.10 3.29 2.86 1.41
C 1.63 4.34 3.85 -1.92
C 2.10 1.39 3.99 -0.35
C 2.41 -0.09 3.77 -1.29
H 2.43 1.35 0.10 -0.79
H 3.75 2.34 -0.13 0.88
H 2.16 3.11 0.20 -0.46
H 3.76 1.36 2.10 0.52
H 3.75 3.10 2.28 0.10
H 0.93 3.77 1.89 -0.41
H 0.14 3.00 3.27 -0.71
H 2.70 4.53 3.70 0.40
H 1.09 5.29 3.79 0.41
H 1.53 3.94 4.86 0.27
H 1.17 1.45 4.56 -0.01
H 2.91 1.90 4.52 0.37
H 2.57 -0.60 4.73 0.57
H 3.36 -0.21 3.25 0.36
H 1.59 -0.58 3.24 0.03
C -0.20 -1.05 -0.99 1.17
C -1.12 -0.02 -0.39 -0.39
O -2.31 -0.22 -0.27 -0.77
C -0.49 1.32 -0.10 2.05
H 0.15 -0.71 -1.97 -0.16
H -0.78 -1.94 -1.23 -0.11
H 0.66 -1.20 -0.34 -0.13
H -0.35 1.42 0.98 -0.35
H -1.14 2.12 -0.44 -0.50
H 0.45 1.37 -0.64 -0.79
C -3.51 -0.78 -5.53 -0.82
C -2.75 -2.05 -5.12 0.46
O -2.50 -2.89 -5.95 -0.61
C -2.41 -2.18 -3.67 0.16
H -4.50 -0.83 -5.09 0.39
H -3.58 -0.75 -6.61 0.33
H -2.94 0.08 -5.17 -0.08
H -2.59 -1.29 -3.07 0.01
H -1.33 -2.35 -3.56 -0.44
H -2.92 -3.01 -3.18 0.57
C -0.29 1.60 -5.87 -1.20
C -0.76 1.60 -4.44 0.79
O -0.77 0.59 -3.78 -0.17
C -1.15 2.90 -3.78 0.26
H -0.53 0.61 -6.27 0.34
H 0.80 1.64 -5.84 0.00
H -0.61 2.46 -6.46 0.43
H -1.66 3.47 -4.58 0.68
H -0.32 3.50 -3.43 -0.53
H -1.86 2.66 -3.00 -0.50
```

Computed properties:
- lowest unoccupied orbital energy (eV) = 0.6
- SMILES = CCN(CC)CC.CCN(CC)CC.CCN(CC)CC.CCN(CC)CC.CCN(CC)CC.CCN(CC)CC.CCN(CC)CC.CCN(CC)CC.CCN(CC)CC.CC(C)=O.CC(C)=O.CC(C)=O
- spin multiplicity = 1
- Kohn-Sham gap (eV) = 8.53
- net charge = 0

---

# C63H165N21O9P6

9 unconnected molecules or ions with the total composition C63H165N21O9P6 (the ωB97M-V functional and the def2-TZVPD basis, OMol25).

Structure (XYZ):
```
264
Properties=species:S:1:pos:R:3:mulliken_charge:R:1
O -0.30 -7.90 -4.98 -0.87
P -0.88 -6.71 -4.34 0.15
N -2.47 -6.88 -3.86 0.51
C -3.27 -7.77 -4.70 -1.11
C -3.15 -6.35 -2.70 -1.31
N -0.88 -5.41 -5.39 0.28
C -1.06 -5.77 -6.80 -1.13
C -1.36 -4.09 -5.05 -0.82
N -0.07 -6.16 -3.00 0.44
C -0.19 -6.90 -1.76 -0.77
C 0.94 -5.13 -3.05 -0.87
H -4.23 -7.26 -4.88 0.40
H -3.52 -8.73 -4.23 0.35
H -2.77 -7.96 -5.65 0.28
H -2.71 -5.40 -2.40 0.45
H -3.05 -7.02 -1.83 0.37
H -4.22 -6.29 -2.86 0.32
H -0.57 -6.72 -7.01 0.36
H -2.13 -5.81 -7.05 0.38
H -0.65 -4.99 -7.44 0.38
H -1.52 -3.47 -5.92 0.45
H -2.19 -4.09 -4.34 0.19
H -0.57 -3.52 -4.53 0.10
H -1.16 -6.75 -1.29 0.16
H 0.00 -7.97 -1.80 0.34
H 0.49 -6.46 -1.02 0.18
H 0.92 -4.64 -4.01 0.53
H 1.95 -5.54 -2.88 0.29
H 0.92 -4.42 -2.21 0.03
O 5.28 -7.07 0.90 -0.89
P 5.33 -5.71 1.45 0.18
N 3.90 -4.90 1.54 0.68
C 3.79 -3.42 1.44 -1.08
C 2.62 -5.60 1.53 -1.23
N 6.35 -4.70 0.60 0.29
C 7.06 -3.57 1.14 -0.89
C 6.14 -4.67 -0.83 -1.05
N 5.94 -5.61 3.00 0.50
C 7.30 -6.11 3.18 -1.13
C 5.13 -5.68 4.20 -0.95
H 2.86 -3.20 1.95 0.75
H 3.75 -3.24 0.37 0.23
H 4.60 -2.94 1.96 -0.09
H 2.24 -5.84 2.53 0.26
H 2.83 -6.52 0.97 0.40
H 1.89 -5.06 0.93 0.38
H 6.55 -2.63 0.88 0.11
H 7.11 -3.66 2.22 0.30
H 8.06 -3.47 0.71 0.39
H 5.59 -3.78 -1.14 0.21
H 7.10 -4.74 -1.36 0.38
H 5.58 -5.55 -1.13 0.34
H 7.65 -5.81 4.17 0.40
H 7.37 -7.20 3.14 0.26
H 7.99 -5.69 2.45 0.39
H 5.71 -5.44 5.09 0.36
H 4.82 -6.73 4.38 0.26
H 4.24 -5.07 4.09 0.21
O -3.73 1.06 7.78 -0.90
P -3.32 2.38 7.30 0.25
N -3.60 2.71 5.69 0.66
C -4.84 3.36 5.28 -0.56
C -2.54 2.74 4.71 -1.44
N -1.68 2.63 7.42 0.47
C -0.92 1.73 8.27 -0.96
C -1.12 3.96 7.41 -1.12
N -4.14 3.56 8.12 0.30
C -5.01 3.16 9.25 -1.16
C -4.05 4.99 7.90 -1.24
H -4.70 4.06 4.45 0.45
H -5.31 3.93 6.07 0.36
H -5.51 2.59 4.89 -0.56
H -2.86 2.55 3.69 0.61
H -1.73 2.09 5.03 0.41
H -2.05 3.73 4.69 0.31
H -1.45 0.79 8.42 0.38
H 0.06 1.45 7.87 0.17
H -0.79 2.20 9.25 0.30
H -1.15 4.41 8.41 0.30
H -0.07 3.96 7.12 0.34
H -1.67 4.61 6.74 0.31
H -5.31 4.06 9.77 0.46
H -5.92 2.74 8.81 0.32
H -4.55 2.44 9.92 0.25
H -3.79 5.18 6.86 0.44
H -3.41 5.50 8.62 0.29
H -5.05 5.43 7.88 0.50
O 4.87 -0.58 2.03 -1.05
P 5.35 0.13 3.23 0.49
N 6.99 -0.12 3.50 0.79
C 7.66 -0.03 4.78 -1.31
C 7.87 -0.19 2.35 -0.96
N 4.68 -0.34 4.66 0.12
C 4.97 -1.65 5.25 -1.34
C 3.29 0.06 4.94 -0.93
N 5.11 1.78 3.22 0.97
C 5.42 2.56 4.41 -1.13
C 5.44 2.47 1.99 -1.40
H 6.94 0.23 5.56 0.38
H 8.44 0.74 4.78 0.36
H 8.14 -0.99 4.99 0.42
H 8.13 0.77 1.90 0.22
H 7.39 -0.74 1.53 0.13
H 8.76 -0.77 2.60 0.38
H 4.44 -2.46 4.72 0.46
H 6.00 -1.94 5.03 0.35
H 4.82 -1.58 6.32 0.39
H 2.68 -0.82 5.13 0.39
H 3.20 0.83 5.71 0.28
H 2.85 0.50 4.04 0.12
H 6.52 2.62 4.49 0.27
H 5.08 3.59 4.29 0.38
H 5.02 2.11 5.31 0.27
H 6.51 2.73 1.98 0.27
H 4.84 3.37 1.85 0.34
H 5.21 1.82 1.14 0.44
O -6.76 -1.48 0.20 -0.64
P -6.42 -1.78 1.59 -0.26
N -5.02 -2.64 1.80 0.40
C -4.24 -2.94 0.60 -0.95
C -4.33 -2.74 3.08 -0.95
N -7.62 -2.74 2.25 0.15
C -7.50 -3.36 3.56 -0.84
C -9.00 -2.35 1.99 -0.99
N -6.22 -0.42 2.56 0.74
C -5.78 0.75 1.79 -1.08
C -6.88 -0.12 3.82 0.18
H -4.11 -2.06 -0.03 0.10
H -4.69 -3.70 -0.05 0.30
H -3.28 -3.38 0.86 0.49
H -4.57 -1.88 3.70 0.34
H -3.27 -2.93 2.91 0.41
H -4.68 -3.63 3.62 0.27
H -6.74 -4.14 3.59 0.21
H -7.24 -2.68 4.37 0.24
H -8.42 -3.85 3.86 0.39
H -9.16 -1.90 1.01 0.22
H -9.64 -3.22 2.12 0.41
H -9.36 -1.54 2.64 0.30
H -4.69 0.77 1.64 0.15
H -6.22 0.75 0.80 0.37
H -5.99 1.69 2.31 0.41
H -7.95 0.04 3.69 0.24
H -6.48 0.82 4.20 -0.67
H -6.68 -0.85 4.60 0.23
O 5.55 1.45 -6.76 -0.90
P 5.33 1.22 -5.32 0.28
N 6.69 0.84 -4.44 0.49
C 7.82 0.22 -5.08 -1.09
C 6.75 0.83 -3.02 -0.95
N 4.33 -0.12 -5.13 0.41
C 4.07 -0.96 -6.29 -1.14
C 3.42 -0.35 -3.99 -0.51
N 4.72 2.48 -4.43 0.64
C 3.33 2.85 -4.64 -1.55
C 5.59 3.65 -4.21 -1.13
H 7.79 0.28 -6.17 0.31
H 7.94 -0.84 -4.80 0.32
H 8.74 0.70 -4.73 0.32
H 5.96 1.41 -2.55 0.09
H 7.71 1.16 -2.59 0.36
H 6.60 -0.18 -2.60 0.28
H 4.76 -0.75 -7.11 0.35
H 4.23 -2.00 -5.99 0.36
H 3.05 -0.85 -6.65 0.34
H 2.59 -0.96 -4.32 0.45
H 4.07 -0.73 -3.20 0.20
H 2.96 0.59 -3.70 -0.25
H 2.94 3.36 -3.75 0.37
H 3.19 3.45 -5.54 0.41
H 2.70 1.99 -4.84 0.51
H 5.07 4.58 -4.40 0.39
H 6.53 3.51 -4.75 0.39
H 5.91 3.64 -3.16 0.26
C 0.72 2.30 1.98 -2.72
C 0.93 1.39 0.75 2.93
C 1.44 0.08 1.37 -0.58
C 1.39 -1.04 0.34 0.85
C -0.05 -1.25 -0.16 -1.92
C -0.64 0.04 -0.76 2.69
N -0.41 1.13 0.22 0.56
O -0.93 2.34 -0.36 -0.14
C 0.03 0.33 -2.12 -0.62
C -2.14 -0.13 -0.83 -2.76
C 1.98 1.99 -0.17 -0.25
H 1.65 2.56 2.50 0.16
H -0.06 1.95 2.66 0.71
H 0.36 3.28 1.64 0.35
H 2.48 0.22 1.66 -0.60
H 0.83 -0.30 2.19 0.59
H 1.67 -1.97 0.81 -0.32
H 2.04 -0.94 -0.54 -0.24
H -0.69 -1.58 0.66 0.28
H 0.01 -1.98 -0.97 0.23
H 0.37 1.35 -2.23 -0.56
H 0.79 -0.43 -2.30 0.10
H -0.73 0.12 -2.89 0.17
H -2.61 -0.29 0.13 0.56
H -2.58 0.69 -1.41 0.47
H -2.43 -0.89 -1.57 0.40
H 2.46 1.20 -0.76 0.05
H 2.79 2.48 0.37 0.08
H 1.57 2.75 -0.84 -0.98
H -1.48 2.62 0.38 0.21
C -7.88 2.01 -4.21 -1.69
C -7.45 0.52 -4.06 2.11
C -7.87 -0.27 -5.29 -1.16
C -6.96 -0.04 -6.50 -0.80
C -5.52 -0.34 -6.06 -1.24
C -5.03 0.50 -4.90 1.89
N -6.01 0.37 -3.84 0.38
O -5.58 0.89 -2.60 -0.29
C -3.74 -0.15 -4.35 -2.30
C -4.65 1.94 -5.24 -1.98
C -8.16 -0.02 -2.83 -2.71
H -7.95 2.26 -5.27 0.32
H -7.06 2.64 -3.86 0.28
H -8.83 2.30 -3.76 0.45
H -7.96 -1.34 -5.09 0.45
H -8.87 0.04 -5.60 0.37
H -7.06 0.96 -6.91 0.34
H -7.11 -0.81 -7.25 0.40
H -4.89 -0.04 -6.92 0.41
H -5.25 -1.39 -5.99 0.54
H -3.94 -1.02 -3.72 0.44
H -3.14 -0.66 -5.12 0.38
H -3.10 0.61 -3.92 0.42
H -4.38 2.49 -4.34 0.40
H -3.91 2.03 -6.04 0.38
H -5.54 2.47 -5.59 0.48
H -9.23 -0.17 -2.92 0.45
H -7.95 0.61 -1.97 0.56
H -7.78 -1.01 -2.53 0.48
H -5.76 0.17 -1.98 0.23
C 1.82 6.46 -4.01 -1.88
C 1.13 6.02 -2.72 1.55
C 2.25 5.77 -1.71 -1.11
C 1.80 5.78 -0.24 0.93
C 1.12 7.09 0.12 -1.62
C -0.01 7.42 -0.86 1.76
N 0.36 7.15 -2.22 0.63
O -0.59 7.61 -3.16 -0.49
C -1.23 6.59 -0.44 -1.71
C -0.25 8.92 -0.62 -2.12
C 0.32 4.73 -2.90 -1.10
H 1.05 6.71 -4.75 0.45
H 2.19 7.48 -3.88 0.47
H 2.55 5.76 -4.40 0.18
H 2.74 4.80 -1.82 -0.18
H 2.98 6.58 -1.81 0.75
H 1.18 4.91 0.02 -1.01
H 2.69 5.58 0.36 0.48
H 1.95 7.81 0.09 0.43
H 0.75 7.08 1.15 0.56
H -1.70 6.91 0.49 0.50
H -0.99 5.52 -0.46 0.09
H -2.04 6.71 -1.17 0.32
H -0.36 9.24 0.41 0.39
H -1.16 9.30 -1.11 0.43
H 0.55 9.45 -1.14 0.47
H 0.44 4.11 -2.01 -0.26
H -0.76 4.85 -2.98 0.45
H 0.61 4.21 -3.82 0.36
H -0.46 8.57 -3.16 0.37
```

Computed properties:
- lowest unoccupied orbital energy (eV) = 0.1
- SMILES = CN(C)P(=O)(N(C)C)N(C)C.CN(C)P(=O)(N(C)C)N(C)C.CN(C)P(=O)(N(C)C)N(C)C.CN(C)P(=O)(N(C)C)N(C)C.CN(C)P(=O)(N(C)C)N(C)C.CN(C)P(=O)(N(C)C)N(C)C.CC1(C)CCCC(C)(C)N1O.CC1(C)CCCC(C)(C)N1O.CC1(C)CCCC(C)(C)N1O
- spin multiplicity = 1
- Kohn-Sham gap (eV) = 7.86
- net charge = 0